# 1
Molecular formula: C18H41CeN6OP2
Method: DFT, the ωB97M-V functional and the def2-TZVPD basis

Positions of all 69 atoms, in Å:
Ce: 0.073 -0.256 -0.027
P: 1.173 1.409 1.713
P: -0.267 -1.324 -2.463
N: 1.328 1.476 -1.497
C: 1.273 2.899 0.591
H: 0.658 3.679 1.068
H: 2.314 3.257 0.607
C: 0.856 2.759 -0.892
H: -0.239 2.793 -1.010
H: 1.211 3.648 -1.447
C: 1.117 1.232 -2.989
H: 2.028 0.761 -3.394
H: 1.011 2.187 -3.534
C: -0.135 0.351 -3.276
H: -0.207 0.099 -4.341
H: -1.062 0.900 -3.028
C: -1.889 -2.189 -2.589
C: -2.846 -1.888 -1.415
H: -3.287 -0.892 -1.506
H: -2.388 -1.961 -0.413
H: -3.673 -2.608 -1.396
C: 1.156 -2.338 -2.962
C: 1.416 -3.564 -2.041
H: 2.494 -3.725 -1.891
H: 1.001 -4.483 -2.471
H: 1.016 -3.459 -1.018
C: 2.771 1.011 2.479
C: 2.669 -0.053 3.593
H: 3.647 -0.520 3.778
H: 2.015 -0.898 3.342
H: 2.309 0.360 4.541
C: -0.142 1.671 2.974
C: -0.633 0.398 3.687
H: -1.569 0.628 4.216
H: 0.095 0.042 4.424
H: -0.875 -0.439 3.011
C: 0.038 -2.213 1.316
C: 0.925 -2.618 -4.458
H: -0.052 -2.298 -4.852
H: 1.660 -2.059 -5.052
H: 1.036 -3.680 -4.698
C: 3.464 2.340 2.830
H: 3.960 2.324 3.807
H: 4.210 2.608 2.072
H: 2.794 3.209 2.860
C: 0.337 2.765 3.910
H: -0.441 3.021 4.637
H: 1.230 2.469 4.467
H: 0.558 3.683 3.358
C: -1.695 -3.697 -2.698
H: -1.223 -4.061 -1.782
H: -2.656 -4.214 -2.770
H: -1.085 -4.021 -3.542
H: -2.341 -1.775 -3.500
H: -1.010 2.060 2.420
H: 2.045 -1.693 -2.863
H: 3.316 0.519 1.654
O: 0.018 -3.192 1.936
H: 2.318 1.315 -1.255
H: 1.857 -0.894 -0.212
N: -4.937 0.611 2.065
N: -3.911 0.847 1.227
N: -4.088 1.699 0.214
C: -2.888 1.654 -0.373
N: -2.031 0.806 0.242
N: -2.725 0.255 1.310
H: -4.741 -0.100 2.749
H: -5.745 1.148 1.810
H: -2.619 2.217 -1.254

Calculated values
* total charge: +2
* largest force on an atom: 7.482 eV/Å
* HOMO energy (alpha / beta): -13.29 / -13.41 eV
* 2S+1: 2
* molar mass: 559.631 g mol⁻¹

---

# 2
Molecular formula: C24H26LiN4O5
Method: DFT, the ωB97M-V functional and the def2-TZVPD basis

Positions of all 60 atoms, in Å:
Li: -0.331 -0.219 -0.038
N: 1.592 -1.330 -0.283
C: 0.965 -2.643 -0.105
C: -0.428 -2.663 -0.799
O: -0.986 -3.764 -0.879
O: -0.839 -1.540 -1.217
H: 1.745 -1.190 -1.275
H: 2.486 -1.273 0.188
H: 0.808 -2.826 0.958
H: 1.555 -3.473 -0.510
C: 3.513 3.528 3.510
O: 2.562 3.786 2.500
C: 1.843 4.933 2.579
C: 2.121 5.962 3.465
C: 1.408 7.154 3.418
C: 0.411 7.323 2.474
C: 0.108 6.284 1.607
C: 0.790 5.071 1.651
N: 0.475 4.083 0.720
C: 0.215 2.716 0.920
N: 0.040 2.341 2.193
C: -0.144 1.038 2.743
C: -0.582 -0.040 1.977
C: -0.723 -1.236 2.709
C: -0.430 -1.358 4.061
C: -0.021 -0.241 4.785
C: 0.098 0.965 4.121
O: 0.468 2.149 4.766
C: 0.164 2.232 6.136
N: 0.152 1.904 -0.081
C: 0.265 2.257 -1.416
C: 1.290 1.687 -2.178
C: 1.393 1.885 -3.544
C: 0.461 2.671 -4.199
C: -0.563 3.266 -3.472
C: -0.658 3.071 -2.104
O: -1.644 3.649 -1.334
C: -2.811 4.080 -1.999
H: 3.901 2.534 3.307
H: 3.048 3.531 4.499
H: 4.334 4.252 3.486
H: 2.923 5.858 4.183
H: 1.647 7.947 4.115
H: -0.143 8.251 2.420
H: -0.686 6.396 0.876
H: -0.027 4.429 -0.082
H: 0.176 3.049 2.895
H: -1.103 -2.119 2.198
H: -0.517 -2.315 4.566
H: 0.196 -0.324 5.843
H: 0.190 3.288 6.409
H: 0.893 1.698 6.755
H: -0.831 1.830 6.348
H: 1.999 1.070 -1.644
H: 2.195 1.416 -4.101
H: 0.513 2.821 -5.270
H: -1.285 3.884 -3.989
H: -3.549 4.284 -1.226
H: -3.192 3.303 -2.667
H: -2.637 4.995 -2.574

Calculated values
* total charge: -1
* largest force on an atom: 0.516 eV/Å
* HOMO energy: -3.91 eV
* molar mass: 457.436 g mol⁻¹

---

# 3
Molecular formula: C2H3FN2O3
Method: DFT, the ωB97M-V functional and the def2-TZVPD basis

Positions of all 11 atoms, in Å:
C: -0.129 0.718 -0.828
C: 1.155 0.414 -1.170
N: -0.781 -0.093 0.120
N: -1.651 1.352 -2.730
O: -2.284 2.313 -3.038
O: -0.931 1.637 -1.361
O: -1.440 0.343 -3.323
F: 1.722 1.133 -2.174
H: 1.881 -0.197 -0.632
H: -0.144 -0.592 0.642
H: -1.690 0.168 0.500

Calculated values
* total charge: 0
* largest force on an atom: 2.740 eV/Å
* HOMO energy (alpha / beta): -8.56 / -8.56 eV
* SMILES string: N/C(=C/F)O[N+](=O)[O-]
* molar mass: 122.055 g mol⁻¹